# 1
113
Properties=species:S:1:pos:R:3:mulliken_charge:R:1 method="wB97M-V/def2-TZVPD" total_charge=0 max_force_ev_per_a=5.16 gap_ev=9.58 e_homo_ev=-9.14 lumo_ev=0.4 smiles="CCC[C@@H](C)O[P@@](=O)(OCOC(C)=O)O[C@@H](F)CC.CNC(C)=O.CNC(C)=O.CNC(C)=O.CNC(C)=O.CNC(C)=O.CNC(C)=O" e_above_lowest_kcal_mol=101.8 energy_ha=-2816.09254 spin_multiplicity=1
C 0.2586 -7.5045 -3.6561 -0.889
C 1.0765 -7.8287 -5.0054 -0.393
C 2.0313 -6.6453 -5.5020 -0.640
C 3.0696 -6.1344 -4.3594 0.332
C 4.2398 -7.2235 -4.1232 -1.170
O 3.6449 -4.8978 -4.8724 -0.489
P 3.9062 -3.7653 -3.6405 1.121
O 2.7162 -3.5891 -2.6844 -0.553
O 5.2518 -4.3338 -2.7515 -0.326
C 5.3317 -3.7126 -1.4497 -0.164
O 5.0907 -4.7330 -0.4570 -0.290
C 3.8723 -4.5266 0.2500 0.743
C 3.4486 -3.1963 1.0144 -0.673
O 3.0694 -5.4986 0.3125 -0.534
O 4.3672 -2.3230 -4.4327 -0.362
C 3.8432 -1.1551 -3.7643 0.503
F 4.8445 -0.1112 -3.9645 -0.378
C 2.4994 -0.5686 -4.4575 -0.528
C 1.1489 -1.0793 -3.7608 -0.408
H -0.0957 -6.4062 -3.6409 0.208
H 0.9532 -7.6716 -2.7483 0.221
H -0.6571 -8.1911 -3.6326 0.338
H 0.2771 -8.0002 -5.8233 0.312
H 1.7164 -8.7822 -4.9089 0.271
H 2.7059 -6.9578 -6.3866 0.271
H 1.4581 -5.7092 -5.8321 0.300
H 2.5177 -6.0365 -3.3672 0.188
H 5.0573 -6.7733 -3.4599 0.298
H 4.6756 -7.4448 -5.1629 0.291
H 3.8177 -8.2023 -3.7054 0.300
H 4.7052 -2.7693 -1.3316 0.138
H 6.4308 -3.3838 -1.3137 0.294
H 4.3490 -2.4882 1.1357 0.293
H 2.8776 -3.3637 1.9820 0.327
H 2.7226 -2.6381 0.3075 0.045
H 3.7456 -1.2581 -2.6311 0.069
H 2.5010 -0.7144 -5.5959 0.256
H 2.5542 0.5697 -4.2603 0.285
H 1.3533 -1.2211 -2.6331 -0.150
H 0.8920 -2.1309 -4.1692 0.129
H 0.2346 -0.4389 -3.9570 0.436
C -3.1637 -0.4965 -1.1794 -1.377
C -1.6936 -0.2892 -1.4286 0.749
O -1.2337 -0.1541 -2.5580 -0.597
N -0.8663 -0.2535 -0.3502 0.018
C -1.2150 -0.3915 1.0500 -0.688
H -3.6941 -0.5019 -2.1320 0.328
H -3.3279 -1.4562 -0.6858 0.355
H -3.5579 0.3170 -0.5673 0.337
H 0.1045 -0.1115 -0.5932 0.248
H -0.8984 0.5148 1.5707 0.267
H -0.6689 -1.2476 1.4547 0.257
H -2.2824 -0.5397 1.1977 0.164
C -5.6231 -0.4083 3.9601 -1.276
C -4.1511 -0.2010 3.7197 0.772
O -3.6864 -0.0673 2.5939 -0.597
N -3.3303 -0.1646 4.8027 -0.128
C -3.6857 -0.3021 6.2002 -0.883
H -6.1489 -0.4150 3.0050 0.232
H -5.7888 -1.3676 4.4539 0.266
H -6.0211 0.4057 4.5686 0.409
H -2.3585 -0.0222 4.5654 0.213
H -3.3728 0.6037 6.7239 0.295
H -3.1436 -1.1568 6.6093 0.289
H -4.7538 -0.4509 6.3414 0.346
C -0.8143 5.3890 0.0629 -0.924
C -0.7564 3.8909 0.2058 0.818
O -0.8503 3.3346 1.2935 -0.670
N -0.5937 3.1493 -0.9245 0.009
C -0.4643 3.6141 -2.2888 -0.870
H -0.9461 5.8422 1.0443 0.205
H 0.1189 5.7597 -0.3669 0.075
H -1.6610 5.6724 -0.5653 0.378
H -0.5642 2.1535 -0.7507 0.049
H -1.2729 3.1768 -2.8781 0.255
H 0.4931 3.2638 -2.6812 0.237
H -0.5097 4.6989 -2.3606 0.389
C 1.0859 8.3266 2.7793 -0.783
C -0.4188 8.3177 2.7542 0.775
O -1.0515 8.0623 1.7362 -0.678
N -1.0774 8.6053 3.9101 -0.191
C -0.5141 8.9293 5.2032 -0.834
H 1.4655 8.0803 1.7887 -0.218
H 1.4498 9.3190 3.0514 0.409
H 1.4533 7.5801 3.4862 0.362
H -2.0830 8.5801 3.8164 0.244
H -0.8696 8.1923 5.9266 0.280
H -0.8727 9.9186 5.4955 0.286
H 0.5735 8.9281 5.1908 0.320
C -6.4120 -6.1359 6.2242 -1.325
C -5.8116 -4.7886 5.9210 0.890
O -5.3505 -4.0682 6.7963 -0.639
N -5.7915 -4.3780 4.6230 -0.045
C -6.2826 -5.0778 3.4547 -0.908
H -6.3562 -6.3229 7.2966 0.286
H -7.4613 -6.1544 5.9235 0.356
H -5.8549 -6.9191 5.7065 0.356
H -5.3746 -3.4669 4.4977 0.105
H -5.4495 -5.2158 2.7622 0.299
H -7.0440 -4.4568 2.9777 0.286
H -6.7100 -6.0464 3.7038 0.355
C 4.7044 8.5002 -1.5990 -1.351
C 3.5242 8.4934 -0.6634 0.925
O 3.6083 8.8806 0.4946 -0.624
N 2.3338 8.0369 -1.1438 -0.024
C 2.0357 7.5414 -2.4705 -0.846
H 5.5779 8.8892 -1.0754 0.309
H 4.9242 7.4839 -1.9318 0.348
H 4.4991 9.1443 -2.4562 0.354
H 1.5882 8.0618 -0.4614 0.054
H 1.2485 8.1644 -2.9004 0.287
H 1.6703 6.5159 -2.3797 0.211
H 2.9066 7.5583 -3.1221 0.394


# 2
27
Properties=species:S:1:pos:R:3:nbo_charge:R:1 method="wB97M-V/def2-TZVPD" total_charge=0 max_force_ev_per_a=3.31 gap_ev=8.68 e_homo_ev=-8.60 lumo_ev=0.1 smiles=C[C@@H](CCS)NCO.O.O e_above_lowest_kcal_mol=0.0 energy_ha=-879.34513 spin_multiplicity=1
C -0.7955 -1.3704 1.1825 -0.627
C -0.0585 -0.6583 0.0263 -0.054
C 1.4357 -1.0298 0.0434 -0.423
C 2.2017 -0.2367 -0.9921 -0.507
S 3.9625 -0.7335 -1.1614 -0.041
N -0.6228 -0.9842 -1.2776 -0.680
C -1.5703 0.0143 -1.8301 0.102
O -2.6912 0.1453 -1.0187 -0.783
H -0.3226 -1.1508 2.1637 0.192
H -1.8668 -1.0441 1.2635 0.235
H -0.8378 -2.4214 1.0309 0.205
H -0.1174 0.4819 0.2076 0.181
H 1.5106 -2.1270 -0.1252 0.214
H 1.8884 -0.8423 1.0238 0.189
H 1.7810 -0.4658 -2.0430 0.252
H 2.1059 0.8341 -0.7951 0.192
H 4.4471 -0.3196 -0.0221 0.101
H -0.9790 -1.9706 -1.2744 0.368
H -2.0240 -0.3938 -2.7571 0.177
H -1.0675 0.9636 -1.9585 0.150
H -2.5456 0.7649 -0.2176 0.501
H 1.1057 2.3188 1.1772 0.493
H 0.6076 1.4692 2.3706 0.492
O 0.3732 2.2366 1.8229 -0.941
H -2.5466 2.6462 0.8525 0.474
H -1.2223 2.0326 1.3066 0.507
O -2.1516 1.8409 1.0015 -0.968


# 3
20
Properties=species:S:1:pos:R:3:nbo_charge:R:1 method="wB97M-V/def2-TZVPD" total_charge=0 max_force_ev_per_a=5.76 gap_ev=9.40 e_homo_ev=-8.68 lumo_ev=0.7 e_above_lowest_kcal_mol=110.6 energy_ha=-671.94072 spin_multiplicity=1
C -1.7794 -2.0040 -0.7419 -0.642
C -1.7885 -1.2803 0.5789 -0.178
C -1.2948 -0.0275 0.9394 -0.221
C -0.0938 0.4979 0.1504 -0.382
C 1.1736 0.2489 0.9186 -0.218
C 2.1942 -0.6200 0.6274 -0.163
C 2.4699 -1.2157 -0.8035 -0.676
H -2.1681 -3.2046 -0.8171 0.244
H -2.8113 -1.4050 -1.0908 0.239
H -1.0133 -1.7072 -1.3587 0.201
H -2.6633 -1.7064 1.1805 0.204
H -1.3513 0.5764 1.8758 0.221
H -0.0476 -0.1816 -0.6950 0.217
H -0.0154 2.9950 0.5114 0.138
H 1.4040 0.5875 2.0516 0.218
H 2.9000 -0.8563 1.4241 0.200
H 2.9797 -0.4557 -1.4899 0.233
H 1.3417 -1.3312 -1.0487 0.204
H 3.0433 -2.2901 -0.9832 0.229
S -0.4303 2.2115 -0.5984 -0.069


# 4
11
Properties=species:S:1:pos:R:3:nbo_charge:R:1 method="wB97M-V/def2-TZVPD" total_charge=0 max_force_ev_per_a=2.93 gap_ev=7.14 e_homo_ev=-8.53 lumo_ev=-1.4 smiles="N=C=NN=S.C" e_above_lowest_kcal_mol=106.7 energy_ha=-641.51394 spin_multiplicity=1
C -1.0150 -1.1553 0.9364 0.694
C 1.4580 1.5646 -0.3939 -0.849
N -1.5261 -1.7060 -0.0202 -0.370
N -1.4402 -1.9828 -1.2879 -0.327
N -0.4791 -0.7940 1.9667 -0.708
S -2.7038 -2.2461 -2.1903 0.275
H 0.6927 2.1750 0.1045 0.208
H 1.2959 0.5717 -0.2034 0.208
H 2.4031 1.8145 -0.0791 0.213
H 1.6669 1.8074 -1.4364 0.220
H -0.3522 -0.0489 2.6037 0.437


# 5
66
Properties=species:S:1:pos:R:3:lowdin_spin:R:1 method="wB97M-V/def2-TZVPD" total_charge=0 max_force_ev_per_a=4.57 gap_ev="7.91 / 4.18" e_homo_ev="-9.82 / -9.80" lumo_ev="-1.9 / -5.6" e_above_lowest_kcal_mol=26.8 energy_ha=-1625.79258 s_squared=0.757 spin_multiplicity=2
N 0.6289 -0.0579 -0.2080 -0.025
O -0.4289 -0.6911 -0.5195 0.160
O 0.6785 1.1349 -0.1554 0.165
O 1.7366 -0.6563 -0.1313 0.691
C -1.3298 2.3078 -2.9442 0.000
C -1.0508 3.5346 -1.9729 0.000
C -2.0012 4.6395 -2.4590 0.000
O -1.5371 2.9823 -0.7956 0.003
H -2.3578 1.9455 -2.9326 0.000
H -0.6511 1.5174 -2.6234 0.000
H -0.9552 2.4842 -3.9525 0.000
H -0.0057 3.8427 -2.0051 0.000
H -1.8892 5.5078 -1.8096 0.000
H -3.0404 4.3364 -2.3314 0.000
H -1.8473 4.8263 -3.5218 0.000
H -0.9333 2.2751 -0.5569 0.000
C -2.3934 -2.4658 -3.0956 0.000
C -3.0200 -1.1510 -2.6030 0.000
O -3.0732 -1.1301 -1.2034 0.003
O -1.0108 -2.2835 -2.9100 0.000
H -2.6227 -2.6637 -4.1426 0.000
H -2.6802 -3.3013 -2.4570 0.000
H -3.9415 -1.3653 -3.1443 0.000
H -2.4390 -0.2790 -2.9033 0.000
H -2.3395 -0.6405 -0.8245 0.000
H -0.9862 -1.6968 -2.1505 -0.001
C -2.3429 -0.1227 2.1279 0.000
C -1.6877 -1.5717 2.0736 0.000
O -1.9782 -2.3315 3.2439 0.000
O -1.5529 0.7386 2.8700 0.000
H -3.2882 -0.0338 2.6633 0.000
H -2.4701 0.4333 1.1991 0.000
H -0.6069 -1.6251 1.9431 0.000
H -2.0602 -2.0469 1.1661 0.000
H -1.7037 -1.7915 3.9887 0.000
H -1.3176 0.2684 3.6732 0.000
C -1.0789 -5.2636 0.8967 0.000
C -1.0769 -4.6059 -0.5609 0.000
O 0.0147 -3.7500 -0.8422 0.001
O 0.2268 -5.7892 1.1723 0.000
H -1.9462 -5.9086 1.0382 0.000
H -1.3530 -4.4260 1.5381 0.000
H -1.9847 -4.0026 -0.5619 0.000
H -1.0622 -5.3627 -1.3453 0.000
H -0.3400 -3.1204 -1.4743 0.000
H 0.2995 -5.8007 2.1295 0.000
C 2.1026 1.3630 3.4687 0.000
C 2.7200 0.0127 3.2172 0.000
O 3.8320 -0.0757 2.4444 0.004
O 2.9805 2.4120 3.9682 0.000
H 1.1719 1.2936 4.0318 0.000
H 1.7591 1.4183 2.4357 0.000
H 1.9425 -0.6290 2.8027 0.000
H 2.8909 -0.3987 4.2120 0.000
H 4.3135 0.6962 2.7510 0.000
H 2.6203 3.2290 3.6155 0.000
C 4.3504 1.9381 -1.2244 0.000
C 3.7644 3.0965 -0.4479 0.000
O 2.9791 2.5846 0.6295 0.001
O 5.2319 1.2518 -0.3980 0.000
H 4.9115 2.2476 -2.1061 0.000
H 3.5981 1.2073 -1.5214 0.000
H 3.2771 3.8519 -1.0645 0.000
H 4.5506 3.6843 0.0259 0.000
H 2.1927 2.1265 0.3239 -0.001
H 5.6108 1.8502 0.2501 0.000


# 6
101
Properties=species:S:1:pos:R:3:mulliken_charge:R:1 method="wB97M-V/def2-TZVPD" total_charge=-2 max_force_ev_per_a=1.12 gap_ev=6.31 e_homo_ev=-1.92 lumo_ev=4.4 e_above_lowest_kcal_mol=0.0 energy_ha=-6299.36318 spin_multiplicity=1
Cd -0.0088 0.3647 0.2131 3.515
S 0.6875 -3.7292 -0.2626 -0.606
P 0.2842 -2.3997 -1.7018 2.553
C -0.6078 -0.9366 -1.5017 -1.784
P -2.3466 -0.9854 -1.4949 2.014
S -3.4406 -0.4302 0.0681 -0.462
C -3.1100 -2.5785 -2.0282 -0.050
C -3.3677 -3.5100 -1.0204 -0.515
C -4.0286 -4.6958 -1.3026 -0.738
C -4.4599 -4.9627 -2.5976 -0.486
C -4.1859 -4.0548 -3.6100 -0.830
C -3.5042 -2.8753 -3.3293 -0.329
C -2.8543 0.2060 -2.8220 -0.080
C -1.9403 1.1692 -3.2434 -0.201
C -2.3106 2.1527 -4.1560 -0.375
C -3.5974 2.1722 -4.6772 -0.616
C -4.5235 1.2245 -4.2513 -0.724
C -4.1591 0.2641 -3.3157 -0.464
C 1.9185 -1.9924 -2.4730 -0.640
C 2.6629 -3.0422 -3.0243 -0.465
C 3.9117 -2.8175 -3.5833 -0.593
C 4.4495 -1.5345 -3.5834 -0.701
C 3.7253 -0.4879 -3.0344 -0.046
C 2.4627 -0.7153 -2.4878 0.565
C -0.3467 -3.3547 -3.1631 -0.112
C -0.7254 -4.6896 -3.0809 -0.470
C -1.1145 -5.3843 -4.2230 -0.660
C -1.1147 -4.7529 -5.4602 -0.451
C -0.7370 -3.4187 -5.5489 -0.593
C -0.3611 -2.7256 -4.4073 -0.550
H -3.0566 -3.2780 -0.0081 0.256
H -4.2150 -5.4099 -0.5082 0.411
H -5.0087 -5.8726 -2.8151 0.332
H -4.4924 -4.2651 -4.6293 0.370
H -3.2682 -2.1918 -4.1345 0.512
H -0.9301 1.1252 -2.8501 -0.238
H -1.5880 2.9008 -4.4674 0.441
H -3.8826 2.9227 -5.4081 0.356
H -5.5345 1.2378 -4.6437 0.366
H -4.8977 -0.4391 -2.9476 0.442
H 2.2569 -4.0469 -2.9985 0.313
H 4.4660 -3.6418 -4.0192 0.328
H 5.4287 -1.3537 -4.0154 0.310
H 4.1238 0.5189 -3.0436 0.287
H 1.8959 0.1167 -2.0973 -0.612
H -0.6965 -5.1776 -2.1154 0.375
H -1.4151 -6.4231 -4.1391 0.395
H -1.4116 -5.2975 -6.3502 0.344
H -0.7331 -2.9204 -6.5122 0.390
H -0.0692 -1.6817 -4.4705 0.280
C -2.0051 -2.1946 3.4049 -1.131
C -1.0758 -2.0732 2.3594 -0.366
N -0.6385 -0.8224 2.2640 0.319
N -1.2794 -0.1188 3.2241 -0.022
C -2.1113 -0.9177 3.9158 -0.270
B -1.0798 1.3948 3.4064 -0.435
N -1.8457 2.1786 2.3098 0.276
C -2.7966 3.1177 2.4628 -0.200
C -3.1482 3.5853 1.2101 -1.219
C -2.3321 2.8571 0.3303 -0.485
N -1.5618 2.0178 1.0043 0.053
N 0.4213 1.7411 3.2827 0.074
C 1.1913 2.4004 4.1678 -0.352
C 2.4152 2.6459 3.5757 -1.414
C 2.2904 2.1000 2.2856 -0.655
N 1.0925 1.5517 2.1269 0.333
H -2.5390 -3.0799 3.7147 0.409
H -0.6961 -2.8285 1.6851 0.170
H -2.7152 -0.5225 4.7209 0.425
H -1.4795 1.7313 4.4967 -0.234
H -3.1591 3.3854 3.4431 0.405
H -3.8741 4.3468 0.9707 0.387
H -2.2741 2.9013 -0.7482 0.373
H 0.8202 2.6515 5.1512 0.407
H 3.2649 3.1580 4.0019 0.411
H 2.9838 2.1152 1.4597 0.680
C 5.0389 0.2432 1.2448 -1.412
As 3.3858 -0.7925 0.8885 0.864
C 4.3373 -2.4159 0.3235 -1.182
C 3.0731 -1.3636 2.7409 -1.220
H 5.8827 -0.4336 1.3964 0.453
H 4.9086 0.8606 2.1345 0.390
H 5.2543 0.8973 0.3974 0.253
H 5.0067 -2.7568 1.1191 0.476
H 4.9195 -2.2027 -0.5757 0.296
H 3.6114 -3.1943 0.0944 0.241
H 3.9861 -1.7574 3.1975 0.474
H 2.3046 -2.1412 2.7298 0.264
H 2.7011 -0.5226 3.3313 0.253
S 1.3954 2.6466 -0.8810 -0.310
C 2.1206 2.8727 -2.4524 -0.034
C 1.4702 2.5347 -3.6513 0.252
C 2.0697 2.7375 -4.8870 -0.472
C 3.3414 3.2931 -4.9821 -0.572
C 4.0012 3.6441 -3.8071 -0.485
C 3.4064 3.4364 -2.5709 -0.698
H 0.4813 2.0983 -3.5917 0.076
H 1.5392 2.4579 -5.7924 0.398
H 3.8111 3.4424 -5.9461 0.353
H 4.9966 4.0757 -3.8593 0.313
H 3.9272 3.7044 -1.6594 0.325


# 7
84
Properties=species:S:1:pos:R:3:lowdin_spin:R:1 method="wB97M-V/def2-TZVPD" total_charge=+1 max_force_ev_per_a=0.88 gap_ev="8.48 / 8.49" e_homo_ev="-10.97 / -10.99" lumo_ev="-2.5 / -2.5" e_above_lowest_kcal_mol=0.0 energy_ha=-2845.58992 s_squared=3.753 spin_multiplicity=4
Nd 0.0143 -0.0481 -0.1727 3.034
C -2.5701 1.1108 -2.6311 0.000
C -3.4720 0.7597 -1.4632 0.000
N -2.7459 0.4416 -0.2070 -0.002
C -3.2484 1.2229 0.9373 0.000
C -2.4344 2.4743 1.1508 0.000
N -1.0285 2.1308 1.4233 -0.002
C -0.3350 3.3505 1.9053 0.000
C 1.1748 3.2457 2.0325 0.000
C 1.9010 3.3630 0.7079 0.000
N 1.7589 2.1838 -0.1690 -0.003
C 1.8891 2.5570 -1.5837 0.000
C 0.5696 3.0838 -2.1300 0.000
N -0.5569 2.2356 -1.6975 -0.003
C -1.7759 2.4045 -2.5108 0.000
H -1.8523 0.3044 -2.7805 0.000
H -3.1836 1.1515 -3.5356 0.000
H -4.1451 1.5995 -1.2721 0.000
H -4.1066 -0.0862 -1.7364 0.000
H -2.8815 -0.5441 0.0031 0.000
H -4.3032 1.4818 0.8060 0.000
H -3.1927 0.6169 1.8408 0.000
H -2.4703 3.1223 0.2684 0.000
H -2.8654 3.0555 1.9752 0.000
H -1.0453 1.4690 2.1960 0.000
H -0.5785 4.1464 1.1924 0.000
H -0.7765 3.6595 2.8596 0.000
H 1.5113 4.0618 2.6760 0.000
H 1.4576 2.3267 2.5437 0.000
H 1.4954 4.2238 0.1679 0.000
H 2.9614 3.5817 0.8690 0.000
H 2.5160 1.5393 0.0352 0.000
H 2.6739 3.3080 -1.7355 0.000
H 2.1828 1.6643 -2.1305 0.000
H 0.4041 4.1284 -1.8393 0.000
H 0.6151 3.0755 -3.2204 0.000
H -0.7663 2.5030 -0.7404 0.000
H -2.4095 3.2125 -2.1245 0.000
H -1.4684 2.7243 -3.5083 0.000
O 4.3781 -1.0197 0.6622 -0.001
C 3.1831 -0.8810 0.7775 0.000
N 2.2770 -0.8479 -0.2750 -0.007
C 2.5041 -1.7772 -1.2642 0.000
O 3.0071 -2.8731 -1.1519 0.001
C 2.0079 -1.3293 -2.6213 0.000
C 2.5584 -1.8817 -3.7677 0.000
C 2.1540 -1.3877 -4.9950 0.000
C 1.2062 -0.3751 -5.0309 0.000
C 0.6847 0.0875 -3.8353 0.000
N 1.0710 -0.3800 -2.6453 -0.004
C 2.5791 -0.6800 2.1395 0.000
C 3.2514 -1.1741 3.2470 0.000
C 2.6368 -1.0970 4.4816 0.000
C 1.3827 -0.5092 4.5640 0.000
C 0.8069 -0.0190 3.4089 0.000
N 1.3828 -0.0906 2.2031 -0.003
H 3.2951 -2.6661 -3.6694 0.000
H 2.5773 -1.7777 -5.9108 0.000
H 0.8736 0.0497 -5.9676 0.000
H -0.0680 0.8628 -3.8266 0.000
H 4.2248 -1.6231 3.1114 0.000
H 3.1152 -1.4973 5.3653 0.000
H 0.8506 -0.4406 5.5021 0.000
H -0.1770 0.4272 3.4661 0.000
N -1.4488 -5.3393 5.5547 0.000
C -1.3326 -4.6006 4.6824 0.000
C -1.1919 -3.6690 3.5970 0.000
C -0.0337 -3.6669 2.8203 0.000
C 0.0919 -2.7379 1.8005 0.001
C -0.8870 -1.7692 1.4868 -0.010
C -2.0434 -1.8551 2.2753 -0.001
C -2.2079 -2.7688 3.3131 0.000
H 0.7514 -4.3840 3.0221 0.000
H 1.0220 -2.7784 1.2340 0.000
H -2.8949 -1.2052 2.1022 0.000
H -3.1173 -2.7890 3.9002 0.000
S -1.2716 -3.7672 -3.7294 0.000
C -0.6120 -4.3838 -2.2876 0.000
C -0.5869 -3.4107 -1.3434 0.000
N -1.0624 -2.1796 -1.7402 -0.002
C -1.4571 -2.2571 -2.9898 0.000
H -0.2829 -5.4038 -2.1896 0.000
H -0.2394 -3.5453 -0.3347 0.000
H -1.8714 -1.4307 -3.5432 0.000